{"formula": "C33H25Br2N5OSiTi", "method": "ωB97M-V with the def2-TZVPD basis set", "species": ["C", "C", "H", "N", "N", "H", "C", "C", "N", "H", "C", "C", "Ti", "C", "C", "N", "H", "H", "C", "C", "H", "H", "H", "N", "H", "Br", "C", "C", "C", "C", "H", "H", "Br", "H", "C", "C", "C", "C", "H", "C", "C", "H", "H", "H", "C", "H", "H", "H", "C", "C", "C", "C", "O", "C", "Si", "C", "C", "H", "C", "H", "C", "H", "C", "C", "C", "H", "H", "H"], "positions_angstrom": [[2.74, 0.31, -1.43], [0.81, -2.67, -0.29], [3.09, -0.99, 2.26], [-1.56, 1.27, 1.72], [-1.38, 2.26, 3.76], [2.84, -0.41, 4.95], [1.03, -4.86, 0.64], [2.17, -0.18, 4.10], [1.21, 0.05, 2.04], [-0.88, 2.71, 4.49], [-1.35, 4.75, -1.07], [-2.60, 2.64, 3.17], [-0.50, -0.39, 1.35], [-2.05, -1.58, -3.95], [-0.59, -3.22, 1.51], [0.95, 0.53, 4.24], [-3.24, 3.64, -3.64], [4.86, -0.13, -1.65], [4.08, 0.63, -1.59], [-2.57, 3.62, -2.80], [1.46, 3.46, -1.30], [0.98, -2.02, -1.13], [5.53, 2.22, -1.97], [-0.16, -2.31, 0.58], [-3.59, 2.03, 1.34], [-3.01, -3.05, 4.95], [0.39, -0.37, -3.73], [-0.04, -4.53, 1.54], [0.35, 0.65, 3.01], [-1.29, -4.86, 3.62], [1.36, 0.13, -3.67], [-3.30, 3.27, 3.66], [0.35, -7.02, 2.91], [3.81, 3.95, -1.93], [-0.74, 3.56, -0.69], [-0.51, -0.31, -2.68], [-2.70, 2.00, 1.96], [-0.47, -5.34, 2.63], [-2.61, 5.77, -2.40], [-1.26, -1.54, -5.05], [-1.72, -3.51, 3.67], [0.66, -0.91, -5.77], [-2.47, -0.79, -1.94], [2.45, -3.97, -0.70], [-1.36, -2.73, 2.58], [-2.48, 1.44, -2.82], [-3.03, -2.11, -3.94], [-1.62, -5.54, 4.39], [3.52, 2.95, -1.70], [1.55, -3.84, -0.14], [2.29, -0.47, 2.76], [4.48, 1.98, -1.76], [-1.48, -1.38, 2.57], [-1.72, -0.98, -2.74], [-0.09, 0.72, -1.10], [1.75, 1.31, -1.24], [2.18, 2.65, -1.44], [1.39, -5.87, 0.57], [-0.01, -0.98, -4.93], [-0.03, 3.52, 0.15], [-1.09, 2.34, -1.33], [-1.61, -1.94, -6.03], [-2.07, 2.38, -2.35], [-0.75, 1.50, 2.79], [-2.21, 4.80, -2.18], [2.44, -0.77, -1.41], [-1.12, 5.65, -0.50], [0.50, 0.88, 5.07]], "mulliken_charge": [-0.278, -0.138, 0.440, 0.511, -0.224, 0.396, -1.035, -0.720, 0.399, 0.254, -0.761, -0.768, -0.354, -0.549, 0.003, -0.105, 0.421, 0.436, -0.784, -0.563, 0.418, 0.369, 0.349, 0.319, 0.411, -0.184, -0.150, 0.523, 0.285, -0.353, 0.294, 0.476, -0.242, 0.413, -0.437, 0.539, -0.385, -0.026, 0.389, -0.570, -0.348, 0.426, 0.402, 0.506, 0.949, 0.166, 0.306, 0.377, -0.652, -1.116, -0.395, -0.614, -0.607, -0.372, 0.673, 0.789, -0.495, 0.395, -0.608, 0.427, 0.888, 0.333, -0.454, -0.095, -0.687, 0.214, 0.360, 0.213], "e_above_lowest_ev": 0.9376, "total_charge": 0, "orbital_gap_ev": [4.92, 6.12], "s2": 2.051, "spin_multiplicity": 3, "homo_ev": [-5.1231, -7.2667]}



{"formula": "C33H25N7O6RuS", "method": "ωB97M-V with the def2-TZVPD basis set", "species": ["N", "H", "C", "C", "H", "N", "C", "H", "C", "N", "H", "C", "H", "C", "C", "C", "H", "H", "H", "N", "N", "C", "C", "C", "C", "H", "H", "H", "C", "H", "C", "C", "H", "H", "H", "O", "C", "C", "H", "N", "H", "C", "S", "H", "C", "O", "H", "O", "C", "C", "C", "Ru", "H", "C", "H", "C", "C", "H", "C", "H", "C", "O", "N", "O", "C", "C", "C", "C", "H", "O", "C", "H", "C"], "positions_angstrom": [[4.73, -4.56, -2.60], [-6.74, -0.56, -3.57], [-3.48, 0.72, 3.52], [-3.23, -0.35, -0.13], [-6.22, -1.55, -1.42], [0.31, -0.79, -1.20], [3.91, -0.36, 0.48], [-0.96, -3.40, -2.88], [-0.42, -2.48, -2.73], [1.56, 1.42, -0.64], [-4.84, -1.69, 0.58], [-2.90, 0.22, 1.24], [1.40, -0.11, -4.31], [3.36, 3.13, -0.54], [-3.79, 0.61, -2.36], [1.69, 2.84, 1.22], [-2.16, 1.28, -1.16], [-4.14, 0.62, 4.37], [-5.70, 0.69, -4.27], [-0.08, -1.38, 1.86], [0.57, 2.14, 1.57], [-3.01, 0.63, -1.25], [2.32, 3.85, 1.96], [-4.55, -1.04, -0.24], [0.61, -1.68, 3.06], [-2.03, 1.99, 4.51], [3.97, 5.21, 2.06], [3.68, 0.46, 1.15], [-3.81, 0.14, 2.31], [1.90, 4.14, 2.91], [4.57, -3.64, -1.93], [-5.30, -0.99, -1.36], [4.87, 4.58, -0.15], [0.13, -2.23, -4.80], [6.01, 0.07, 0.35], [-1.94, -2.84, 0.94], [1.92, -0.84, 3.22], [3.11, -2.18, -0.62], [-5.27, -1.01, -4.42], [2.89, -1.13, 0.15], [6.45, -1.90, -1.14], [1.71, 1.06, -1.93], [-1.70, -1.80, 1.97], [3.75, 2.86, -1.51], [3.98, 4.10, 0.23], [2.38, 1.62, -2.80], [0.00, -1.47, 3.94], [-2.05, -2.24, 3.31], [5.46, -1.68, -0.77], [4.38, -2.50, -1.11], [-4.93, -0.21, -2.48], [0.59, 0.18, 0.60], [-2.47, -1.14, -0.27], [-1.50, 1.56, 2.49], [-3.54, 1.27, -3.18], [-5.71, -0.27, -3.75], [0.93, -0.17, -2.24], [2.26, -2.81, -0.85], [-0.33, -1.93, -1.46], [-0.77, -2.45, -0.62], [-2.32, 1.47, 3.61], [-0.29, 3.45, 3.26], [-1.78, 0.94, 1.34], [2.73, -1.23, 4.05], [5.21, -0.59, 0.05], [-0.31, 2.48, 2.51], [3.46, 4.45, 1.47], [0.18, -1.83, -3.80], [-4.73, -0.40, 2.21], [2.00, 0.17, 2.49], [0.88, -0.66, -3.54], [0.88, -2.75, 3.09], [2.23, 2.47, -0.04]], "mulliken_charge": [-0.561, 0.377, -0.845, 3.543, 0.343, 1.407, -0.144, 0.559, -1.153, 0.542, 0.519, -0.477, 0.546, -0.593, -0.716, 0.076, 0.366, 0.424, 0.379, 0.067, 0.414, -0.985, -0.717, -1.152, -0.584, 0.519, 0.369, 0.560, -0.415, 0.489, 0.007, -0.876, 0.392, 0.476, 0.454, -0.686, 0.068, -0.326, 0.265, 0.497, 0.499, -0.142, 1.159, 0.475, -0.727, -0.795, 0.416, -0.744, -0.299, 0.038, 0.913, -0.025, -0.985, 0.628, 0.396, -1.562, 0.638, 0.686, -0.698, 0.779, -0.638, -0.771, 0.033, -0.800, -1.232, -0.149, -0.629, -0.772, 0.365, -0.265, -0.610, 0.373, 0.018], "e_above_lowest_ev": 2.0770, "total_charge": -1, "orbital_gap_ev": [6.56, 5.60], "s2": 8.819, "spin_multiplicity": 6, "homo_ev": [-4.7828, -4.9777]}



{"formula": "C33H26BrGeInN3O", "method": "ωB97M-V with the def2-TZVPD basis set", "species": ["C", "H", "N", "H", "H", "H", "H", "H", "C", "N", "C", "C", "C", "C", "C", "C", "H", "H", "N", "C", "H", "H", "H", "C", "C", "C", "H", "H", "H", "Ge", "H", "H", "C", "In", "C", "H", "H", "C", "O", "H", "C", "C", "C", "C", "C", "C", "H", "H", "C", "C", "C", "H", "H", "C", "C", "C", "H", "H", "C", "C", "H", "C", "C", "C", "Br", "C"], "positions_angstrom": [[2.18, -3.25, -0.30], [5.03, 8.40, -2.19], [2.80, 4.63, -1.21], [-1.09, -4.83, 2.69], [5.46, -4.07, -0.25], [2.83, 6.48, -5.33], [-2.28, 4.55, 0.67], [-5.42, -3.57, 2.86], [-5.17, -0.20, 2.92], [2.24, 3.59, -1.12], [-2.23, 2.40, 0.83], [3.15, 6.49, -4.30], [-3.13, -4.51, -0.57], [-5.70, -1.46, 2.65], [2.72, 5.53, -3.44], [2.04, -2.98, -1.66], [2.08, 4.73, -3.79], [-3.24, 2.30, 1.20], [-1.54, 1.28, 0.69], [-0.29, 1.32, 0.22], [-4.55, -5.80, 0.37], [2.36, -0.79, -0.39], [1.08, -2.66, -2.06], [-3.95, -0.08, 3.57], [-3.24, -1.22, 3.94], [0.32, 2.54, -0.16], [3.36, 1.27, -1.18], [-3.57, 0.90, 3.84], [-3.68, -4.45, -1.50], [0.61, -3.11, 0.91], [0.93, -2.72, 2.37], [3.52, -3.86, 1.26], [1.80, 0.12, -0.34], [-3.05, -1.21, 0.81], [1.67, 2.53, -0.69], [0.01, 4.67, -0.27], [4.28, 6.67, -0.59], [0.45, 0.05, 0.16], [-0.11, -1.01, 0.53], [-6.68, -1.55, 2.21], [3.14, -3.09, -2.50], [4.37, -3.49, -2.00], [-4.99, -2.60, 3.02], [-3.61, -5.28, 0.48], [3.99, 7.53, -3.86], [-1.17, -3.96, 0.73], [-3.24, -3.37, 3.99], [3.03, -2.86, -3.55], [4.39, 7.59, -2.51], [-3.76, -2.48, 3.66], [-0.42, 3.72, 0.00], [5.22, -3.59, -2.66], [-3.23, -6.03, 2.45], [2.36, 1.28, -0.76], [-2.87, -5.40, 1.65], [3.97, 6.63, -1.63], [-2.32, -1.12, 4.50], [-5.75, 0.68, 2.70], [3.42, -3.64, 0.21], [-1.90, -3.87, -0.46], [-1.50, -3.31, -1.30], [-1.70, 3.65, 0.51], [-1.67, -4.73, 1.78], [3.15, 5.56, -2.08], [4.60, 8.81, -5.08], [4.50, -3.77, -0.65]], "mulliken_charge": [-0.150, 0.455, -0.184, 0.450, 0.420, 0.444, 0.455, 0.463, -0.431, 0.381, -0.250, -0.573, -0.636, -0.486, -0.086, 0.080, 0.439, 0.488, -0.189, 0.229, 0.500, 0.274, 0.359, -0.398, -0.461, 0.999, 0.537, 0.463, 0.471, 0.876, 0.082, 0.381, -0.729, 0.815, 0.105, 0.417, 0.465, 0.623, -0.418, 0.427, -0.674, -0.500, -0.368, -0.461, 0.136, 0.016, 0.450, 0.444, -0.493, -0.386, -0.582, 0.445, 0.485, -0.948, -0.710, -0.522, 0.445, 0.449, -0.305, -0.365, 0.434, -0.957, -0.167, 0.623, 0.017, -0.613], "total_charge": 3, "orbital_gap_ev": 6.19, "homo_ev": -16.3595}



{"formula": "C33H26Cl5N5OPbS", "method": "ωB97M-V with the def2-TZVPD basis set", "species": ["C", "H", "S", "C", "O", "C", "C", "C", "H", "H", "N", "C", "H", "C", "C", "C", "C", "H", "Cl", "C", "H", "C", "C", "H", "C", "Cl", "C", "H", "H", "C", "C", "H", "H", "Pb", "C", "H", "C", "C", "H", "H", "C", "H", "Cl", "Cl", "C", "H", "H", "C", "C", "C", "H", "H", "C", "H", "C", "H", "H", "N", "H", "C", "N", "C", "C", "H", "H", "C", "H", "C", "N", "Cl", "C", "N"], "positions_angstrom": [[-2.09, -3.83, -2.92], [0.73, -5.32, -3.96], [0.93, 2.69, 2.25], [0.61, -3.64, -2.66], [0.11, 2.32, 3.58], [-3.45, 1.57, 2.96], [-3.81, -2.20, -1.30], [2.47, 4.82, 1.69], [-1.28, -6.75, -4.40], [1.12, 2.80, -2.50], [1.64, 0.97, -1.62], [2.14, -3.09, 0.01], [3.69, 6.49, 1.16], [1.52, 4.34, 2.59], [-0.17, -2.72, -1.94], [4.14, -1.31, -0.59], [4.46, -2.43, 0.15], [4.92, -0.60, -0.84], [-4.98, -0.60, 3.41], [2.84, -1.07, -1.05], [3.63, -4.21, 1.03], [5.86, -2.67, 0.64], [-3.44, -0.08, -0.92], [-2.01, -5.53, -5.43], [-2.33, -0.42, 3.78], [-2.12, 3.86, 2.39], [1.51, 6.40, 3.76], [0.29, 4.72, 4.31], [-4.22, -3.19, -1.39], [-1.91, -5.86, -4.40], [1.02, 5.11, 3.62], [6.59, -2.30, -0.07], [1.34, -3.79, 0.25], [-0.28, 0.12, -0.35], [-1.31, -4.78, -3.56], [3.25, 2.16, 1.98], [-1.56, -2.82, -2.12], [-4.44, -1.03, -0.92], [6.02, -2.16, 1.59], [-5.48, -0.91, -0.66], [3.43, 0.53, -2.84], [3.32, 2.36, -4.07], [0.35, -0.52, 4.21], [-2.37, -2.07, 4.21], [2.95, 6.11, 1.85], [-2.90, -6.15, -4.05], [-3.49, 0.98, -0.69], [1.81, 1.97, -2.48], [-1.09, 1.62, 3.45], [3.42, -3.32, 0.45], [2.84, 7.90, 3.01], [2.24, 0.71, 2.23], [-1.12, 0.27, 3.79], [-3.16, -3.87, -3.09], [2.93, 1.74, -3.28], [4.27, -0.05, -3.18], [2.63, 1.78, 3.62], [-2.27, -0.62, -1.29], [1.13, 7.02, 4.56], [0.07, -4.64, -3.43], [2.63, 0.09, -1.85], [2.46, 6.89, 2.89], [-3.50, 0.24, 3.39], [6.04, -3.73, 0.80], [2.82, 4.20, 0.86], [-2.24, 2.25, 2.99], [1.69, -3.54, -2.62], [1.81, -1.97, -0.75], [0.46, -1.74, -1.16], [-4.86, 2.35, 2.40], [2.42, 1.73, 2.55], [-2.51, -1.93, -1.53]], "mulliken_charge": [-0.501, 0.428, 0.871, 0.013, -0.349, -0.014, -0.033, -0.478, 0.401, 0.515, -0.431, -0.170, 0.424, 0.610, 0.866, -0.197, 0.349, 0.568, -0.122, -0.245, 0.458, -1.513, -0.325, 0.317, 0.013, -0.132, -0.712, 0.475, 0.505, -1.610, -0.360, 0.387, 0.569, 1.015, 0.022, 0.593, 0.346, -1.136, 0.286, 0.468, -0.116, 0.447, -0.106, -0.139, -0.703, 0.388, 0.603, -0.555, -0.900, -0.883, 0.413, 0.158, 0.431, 0.524, -1.011, 0.524, 0.412, -0.647, 0.425, -1.225, 0.596, -0.532, 0.421, 0.396, 0.352, 0.977, 0.481, 0.131, -0.356, -0.122, -0.967, 0.412], "e_above_lowest_ev": 0.0800, "total_charge": 2, "orbital_gap_ev": 6.44, "homo_ev": -12.2466}



For reference, F_max by record: 4.21, 3.61, 1.70, 0.63 eV Å⁻¹.